Formula: C44H83BrClFN24O18PS
Source: OMol25
Level of theory: ωB97M-V/def2-TZVPD

Last column: Mulliken charge in e.
CARTESIAN COORDINATES (ANGSTROEM)
1 C 2.88409 6.51809 2.85596  -0.8044
2 C 1.64497 7.14910 1.94856  -0.4628
3 C 1.44668 6.42682 0.49216  -0.4005
4 C 0.91964 4.84962 0.69092  -0.2513
5 O 0.78019 4.27246 -0.56888  0.0196
6 N 0.52301 2.93058 -0.71341  1.1294
7 C 0.12642 2.27061 0.57380  -0.2824
8 C -0.32533 0.70200 0.55021  -0.1654
9 O 0.22486 -0.31082 -0.09965  -0.3507
10 C -1.54701 0.23196 1.59779  0.3106
11 C -2.15953 1.20242 2.78834  -0.1865
12 C -3.34516 0.76300 3.83641  -0.5517
13 C -4.01165 -0.74272 3.74412  -0.3038
14 C -3.39963 -1.78334 2.59716  -0.5296
15 C -2.20908 -1.30462 1.56301  -0.2335
16 C -0.64029 3.04036 -1.71321  -1.2433
17 C -0.95178 1.82195 -2.73736  1.3156
18 C -1.53540 2.64986 -4.08633  -1.0298
19 C -2.82636 3.64830 -3.74255  -0.3760
20 O -3.94689 3.28709 -4.67501  -0.1772
21 C -4.82064 4.44664 -4.91200  0.0031
22 O -6.09183 4.53304 -4.43212  -0.5299
23 S -2.46153 0.87229 -2.20018  1.8061
24 O -3.36124 1.58528 -1.11308  -0.6332
25 O -3.49722 0.58779 -3.36680  -0.5611
26 F -2.26973 -0.68637 -1.52655  -0.3084
27 C 0.37400 0.94571 -3.22304  1.9274
28 C 0.06468 -0.68873 -3.46765  -0.3563
29 C 0.89736 -1.88086 -2.73467  -0.3421
30 C 0.40100 -3.33600 -3.21995  -0.8131
31 C -0.74415 -3.43807 -4.33251  -0.2000
32 N -1.54415 -2.41252 -5.05221  -0.6132
33 C -1.05173 -1.10059 -4.55715  0.0237
34 P 0.81993 1.20738 -5.12020  0.1716
35 O 2.03284 -0.06326 -5.41669  -0.4578
36 Cl 1.77044 2.96361 -5.61871  -0.2153
37 C 1.75032 1.26796 -2.43256  -0.5699
38 C 1.82358 2.46719 -1.34484  -0.4976
39 Br 2.45600 4.10452 -2.43436  -0.0523
40 C 3.11955 2.39062 -0.34595  -0.7549
41 C 3.37043 1.11479 0.57913  -0.3134
42 C 4.73838 0.25744 0.13556  0.3361
43 C 5.18732 -0.05524 -1.40684  0.0036
44 C 6.58063 -0.87571 -1.79117  -0.5351
45 C 7.60611 -1.44337 -0.60869  -0.3610
46 C 7.12760 -1.16207 0.96130  -0.4684
47 C 5.72822 -0.33210 1.34338  -0.6723
48 H 2.36234 5.91457 3.74413  0.2049
49 H 3.52556 5.72796 2.26146  0.2105
50 H 3.54188 7.35654 3.37664  0.3007
51 H 1.87689 8.31289 1.84724  0.3534
52 H 0.64897 6.98266 2.56123  0.2523
53 H 2.53211 6.36027 -0.00028  0.2301
54 H 0.70402 7.02578 -0.18700  0.0921
55 H 1.67655 4.39220 1.47814  0.0949
56 H -0.11380 4.96089 1.27379  0.2531
57 H 0.97380 2.25901 1.41806  0.5997
58 H -0.86291 2.82546 0.95364  0.5732
59 H -1.71004 2.30238 2.90473  0.1097
60 H -3.72013 1.53485 4.64372  0.2745
61 H -4.89477 -1.04847 4.48034  0.3703
62 H -3.88660 -2.84868 2.55104  0.2736
63 H -1.84356 -2.12867 0.78067  0.2663
64 H -0.44628 4.01601 -2.37992  -0.2092
65 H -1.55585 3.38905 -1.02998  0.4500
66 H -0.74012 3.46012 -4.46179  0.5188
67 H -1.92505 1.94626 -4.92456  0.1938
68 H -3.16932 3.64721 -2.63761  0.2708
69 H -2.59448 4.78906 -4.01196  0.2492
70 H -4.43483 5.33746 -5.59597  0.4366
71 H 1.74063 -1.72574 -1.95220  0.2762
72 H 0.91180 -4.30618 -2.78551  0.5984
73 H -1.02084 -4.55443 -4.66185  0.2447
74 H -1.64480 -0.19331 -5.06320  -0.0098
75 H 2.90424 0.42888 -5.62231  0.3061
76 H 2.59730 1.53449 -3.23624  0.4102
77 H 2.24263 0.34855 -1.84982  -0.6395
78 H 4.07340 2.47180 -1.06540  0.6930
79 H 3.22262 3.36484 0.33786  0.0795
80 H 3.63628 1.50309 1.67846  0.4237
81 H 2.54435 0.32036 0.71993  0.3423
82 H 4.54870 0.33770 -2.32062  0.0114
83 H 6.84207 -1.05345 -2.93889  0.2478
84 H 8.61222 -2.00064 -0.88119  0.4816
85 H 7.83517 -1.58591 1.79363  0.5196
86 H 5.40805 -0.14293 2.46703  0.2065
87 C 0.82813 -7.20963 -2.61898  0.6726
88 O 1.34734 -6.12900 -2.38860  -0.7304
89 N 0.57652 -8.11555 -1.65686  -0.4111
90 N 0.46105 -7.59138 -3.85558  -0.3804
91 H 0.14974 -9.01064 -1.82700  0.1627
92 H 0.83748 -7.86780 -0.71141  0.2256
93 H 0.63284 -6.93853 -4.60904  0.2223
94 H 0.03227 -8.47695 -4.06504  0.1729
95 C -6.37187 -5.00112 3.22783  0.7065
96 O -5.85266 -3.92049 3.45821  -0.6556
97 N -6.62348 -5.90704 4.18995  -0.5827
98 N -6.73895 -5.38287 1.99123  -0.4313
99 H -7.05026 -6.80213 4.01981  0.1996
100 H -6.36252 -5.65929 5.13539  0.2459
101 H -6.56716 -4.73002 1.23777  0.2318
102 H -7.16773 -6.26844 1.78177  0.1659
103 C 10.48655 -4.47220 -0.11603  0.6726
104 O 10.14263 -3.31075 -0.26822  -0.6675
105 N 11.52067 -4.82784 0.66743  -0.4220
106 N 9.86228 -5.50052 -0.71810  -0.3889
107 H 11.81890 -5.77881 0.80524  0.1541
108 H 12.01808 -4.08401 1.13929  0.2190
109 H 9.07825 -5.27639 -1.31683  0.2150
110 H 10.13078 -6.46339 -0.60510  0.1664
111 C 8.67650 -2.27402 4.80135  0.6467
112 O 8.30885 -1.69196 3.79316  -0.6879
113 N 9.97279 -2.39289 5.14075  -0.3473
114 N 7.81834 -2.84871 5.66329  -0.4094
115 H 10.29500 -2.86841 5.96679  0.1543
116 H 10.65195 -1.97427 4.51878  0.1773
117 H 6.83277 -2.78226 5.44501  0.2267
118 H 8.10196 -3.33230 6.49856  0.1570
119 C 12.82522 0.16458 3.80932  0.6808
120 O 13.04462 -1.02261 3.62807  -0.6561
121 N 11.92928 0.85773 3.08371  -0.3801
122 N 13.45971 0.88609 4.75087  -0.3994
123 H 11.73480 1.83568 3.21812  0.1576
124 H 11.42943 0.35211 2.36409  0.2263
125 H 14.14243 0.40229 5.31942  0.2255
126 H 13.29265 1.86440 4.91509  0.1587
127 C -8.82241 -3.35113 6.44836  0.5976
128 O -9.42362 -4.18200 5.78608  -0.6812
129 N -9.34186 -2.78796 7.55412  -0.3410
130 N -7.58662 -2.92424 6.13180  -0.1691
131 H -8.86220 -2.10214 8.11255  0.1441
132 H -10.27049 -3.08151 7.82767  0.2199
133 H -7.15904 -3.32313 5.30628  0.0224
134 H -7.07562 -2.24095 6.66469  0.2333
135 C -4.55053 4.12159 -8.73742  0.6612
136 O -4.03131 5.20222 -8.50704  -0.6928
137 N -4.80214 3.21567 -7.77530  -0.1451
138 N -4.91760 3.73984 -9.97402  -0.3679
139 H -5.22892 2.32058 -7.94544  0.1659
140 H -4.54118 3.46342 -6.82985  0.1152
141 H -4.74582 4.39269 -10.72748  0.2371
142 H -5.34639 2.85427 -10.18348  0.1944
143 C -5.98439 0.46374 8.19112  0.6656
144 O -6.01715 -0.65674 7.70753  -0.6762
145 N -4.96785 1.31861 7.97768  -0.4127
146 N -6.96183 0.94404 8.98077  -0.3675
147 H -4.92301 2.24520 8.36716  0.1652
148 H -4.21115 0.99644 7.38866  0.2108
149 H -7.74585 0.33237 9.16680  0.1906
150 H -6.95268 1.86379 9.38814  0.1626
151 C -7.92549 1.00040 -8.12611  0.7114
152 O -6.87508 0.83515 -8.72591  -0.7097
153 N -8.86069 1.88081 -8.52606  -0.3806
154 N -8.24194 0.31696 -7.01148  -0.3962
155 H -9.73173 2.03098 -8.04541  0.1632
156 H -8.66207 2.41613 -9.36112  0.2156
157 H -7.56513 -0.35609 -6.67627  0.2240
158 H -9.10177 0.43912 -6.50380  0.1623
159 C -1.70066 8.13447 -2.56627  0.7366
160 O -2.24402 8.01077 -1.48005  -0.6556
161 N -1.99956 9.13034 -3.41984  -0.4209
162 N -0.75434 7.28604 -3.00704  -0.3173
163 H -1.56300 9.24878 -4.31854  0.1598
164 H -2.70705 9.79132 -3.12674  0.2486
165 H -0.49970 6.52194 -2.39489  0.0690
166 H -0.29556 7.37146 -3.89822  0.1813
167 C -3.92364 -8.65291 5.32512  0.6690
168 O -4.75727 -9.16489 6.05542  -0.6554
169 N -4.21103 -7.63324 4.49604  -0.2142
170 N -2.64293 -9.06248 5.28396  -0.3894
171 H -3.53818 -7.19859 3.88725  0.1572
172 H -5.16420 -7.29440 4.49593  0.2174
173 H -2.38452 -9.82804 5.89269  0.2362
174 H -1.94213 -8.65347 4.68935  0.1575

Output
HOMO level: -0.3572 hartree
Charge: +1
Strongest force on any atom: 11.27 eV Å⁻¹
Orbital gap: 6.42 eV
Energy: -8267.39786 Ha
M: 1433.69 g/mol

***

Formula: C4F5NO2
Source: OMol25
Level of theory: ωB97M-V/def2-TZVPD

Last column: Mulliken charge in e.
CARTESIAN COORDINATES (ANGSTROEM)
1 C -0.89920 0.18913 0.12095  -0.2911
2 C 1.75982 0.35133 -0.58752  0.0869
3 C -1.32170 -1.00074 -0.24966  0.6125
4 C 2.33279 -0.46839 0.20483  0.5362
5 N -1.62320 1.34314 0.42565  1.0578
6 O -2.80160 1.12550 0.39601  -0.5525
7 O -1.05084 2.36170 0.69905  -0.5605
8 F 2.01013 1.13811 -1.60594  -0.1741
9 F -2.55655 -1.48937 -0.17590  -0.1717
10 F -0.54467 -2.01110 -0.52480  -0.1575
11 F 3.53853 -1.07807 0.24801  -0.2166
12 F 1.54345 -0.89151 1.23099  -0.1695

Output
Energy above the lowest of the compared OMol25 structures with the same formula, charge and spin: 0.5752 eV
HOMO level (alpha / beta): -0.3952 / -0.4036 hartree
Charge: 0
Strongest force on any atom: 3.43 eV Å⁻¹
Orbital gap (alpha / beta): 9.04 / 8.81 eV
Energy: -856.62344 Ha
M: 189.04 g/mol

***

Formula: C6H9N3O2
Source: OMol25
Level of theory: ωB97M-V/def2-TZVPD

Last column: Mulliken charge in e.
CARTESIAN COORDINATES (ANGSTROEM)
1 C -1.48554 -0.43623 1.33029  -0.0951
2 C -1.01836 -1.99636 -0.43126  -0.1445
3 C 1.50756 -1.22478 0.43595  0.1809
4 C -1.58250 -1.92560 1.01457  -0.8684
5 C 0.40561 -0.27812 -0.09490  1.4541
6 C 1.97256 1.78118 -0.24074  -1.0507
7 N -0.56275 0.23944 0.82248  -0.5450
8 N -0.11115 -1.29575 -0.88935  -0.6517
9 N 1.18288 0.66961 -0.90487  -0.5582
10 O 2.55533 -1.32737 -0.40236  -0.5398
11 O 1.44795 -1.84422 1.46104  -0.5765
12 H -2.15445 0.18664 1.93628  0.4406
13 H -1.49822 -2.75737 -1.05401  0.4128
14 H -0.89750 -2.56791 1.58528  0.2827
15 H -2.59937 -2.18871 1.06357  0.4067
16 H 1.39203 2.16140 0.56812  0.3480
17 H 2.88449 1.41585 0.06566  0.3368
18 H 2.33123 2.39548 -0.97011  0.4677
19 H 2.46047 -0.55070 -1.06305  0.4185
20 H 0.60740 1.13616 -1.51746  0.2808

Output
Energy above the lowest of the compared OMol25 structures with the same formula, charge and spin: 2.9111 eV
Structure (SMILES): CNC1(C(=O)O)N=CCC=N1
HOMO level: -0.3475 hartree
Charge: 0
Strongest force on any atom: 3.98 eV Å⁻¹
Orbital gap: 10.31 eV
Energy: -548.71439 Ha
M: 155.16 g/mol

***

Formula: C36H75N6O
Source: OMol25
Level of theory: ωB97M-V/def2-TZVPD

Last column: Mulliken charge in e.
CARTESIAN COORDINATES (ANGSTROEM)
1 C 6.12300 -0.02441 2.70785  -1.3820
2 C 5.11152 -0.84366 1.77175  0.1960
3 C 5.92195 -1.24814 0.47830  0.6304
4 C 6.82747 -2.53352 0.70252  -1.4467
5 C 5.07788 -1.36346 -0.84785  -0.5415
6 C 3.93480 -2.45442 -1.00271  0.3943
7 C 3.36364 -3.22380 0.24628  -0.7443
8 C 2.02357 -2.65862 0.84297  -0.5650
9 O 2.04900 -1.25363 1.14509  -0.4654
10 C 0.74017 -3.00696 -0.00210  -0.3757
11 N -0.47137 -2.86970 0.85454  -0.6620
12 C 2.96989 -1.75882 -2.00548  -0.8672
13 N 3.39901 -0.56512 -2.26981  0.5039
14 C 4.62752 -0.03157 -1.60286  1.1847
15 C 4.39216 1.28414 -0.75869  0.2333
16 C 2.91016 1.52219 -0.25505  -1.1435
17 C 5.74303 0.38857 -2.63942  -0.2108
18 C 5.49565 0.41491 -4.09310  -0.5311
19 C 6.59471 0.83868 -4.94798  -0.3878
20 N 7.84434 1.19123 -4.56798  -0.5857
21 C 8.04111 1.16964 -3.22437  -0.5097
22 C 7.08335 0.80814 -2.19494  -0.4318
23 H 6.69897 0.72972 2.10191  0.2608
24 H 5.49109 0.56131 3.42089  0.4045
25 H 6.80303 -0.70512 3.27648  0.3750
26 H 4.29449 -0.12497 1.52783  -0.0742
27 H 4.75547 -1.72839 2.35692  0.3350
28 H 6.66100 -0.41504 0.30280  -0.2584
29 H 6.24133 -3.42405 1.04141  0.2504
30 H 7.34242 -2.82441 -0.25167  0.3964
31 H 7.61801 -2.35347 1.47808  0.4058
32 H 5.85667 -1.75756 -1.56697  0.4940
33 H 4.43835 -3.26834 -1.60523  0.5155
34 H 3.13158 -4.27224 -0.09833  0.5134
35 H 4.08962 -3.34292 1.08583  0.2145
36 H 1.87155 -3.18739 1.83129  0.5631
37 H 1.96118 -1.16582 2.11029  0.3392
38 H 0.62593 -2.23339 -0.82133  0.2773
39 H 0.74175 -4.04616 -0.41035  0.2984
40 H -0.40548 -2.01454 1.42034  0.2450
41 H -1.28403 -2.70908 0.24855  0.1900
42 H 2.04231 -2.10573 -2.50913  0.5919
43 H 2.96290 0.10822 -2.91186  0.3479
44 H 5.09210 1.34688 0.11150  0.1979
45 H 4.65066 2.16245 -1.41319  -0.2675
46 H 2.94563 1.75289 0.84575  0.3398
47 H 2.42775 2.36728 -0.82095  0.2816
48 H 2.22828 0.64474 -0.35980  0.1874
49 H 4.48980 0.10394 -4.45676  0.2873
50 H 6.38292 0.87058 -6.04774  0.3822
51 H 9.05498 1.48348 -2.86659  0.3528
52 H 7.37912 0.86173 -1.12775  0.2783
53 C 1.61279 6.94144 -6.02247  -1.4462
54 C 2.47139 6.14092 -5.05275  -0.2918
55 N 2.17868 4.71276 -5.04630  0.1737
56 C 2.82550 4.00452 -3.95280  -0.7405
57 C 4.35466 3.94567 -3.94041  -0.4405
58 C 2.23646 4.04021 -6.33709  -0.6647
59 C 3.55467 4.09374 -7.11211  -0.7970
60 H 0.55010 6.80676 -5.81090  0.3340
61 H 1.84181 8.00452 -5.92322  0.4360
62 H 1.80068 6.66689 -7.06187  0.3062
63 H 2.28456 6.53912 -4.05123  0.4233
64 H 3.52931 6.34168 -5.27326  0.2588
65 H 2.43196 2.98106 -3.90670  0.2211
66 H 2.50008 4.47056 -3.01437  0.3554
67 H 4.73564 3.22799 -4.66633  -0.1398
68 H 4.70217 3.61311 -2.95760  0.1962
69 H 4.81485 4.91489 -4.13414  0.3771
70 H 1.45421 4.46237 -6.97600  0.3703
71 H 1.94025 2.99361 -6.21236  0.3061
72 H 4.02046 5.07999 -7.08682  0.2388
73 H 3.37883 3.84830 -8.16235  0.3833
74 H 4.27408 3.36391 -6.73723  0.1191
75 C -5.58667 -2.75385 -2.26974  -1.4123
76 C -5.86405 -3.37643 -0.90776  -0.3680
77 N -4.95520 -2.93174 0.14059  0.2537
78 C -5.07363 -3.71186 1.36838  -0.6458
79 C -6.39458 -3.64183 2.13561  -0.7944
80 C -4.85391 -1.49201 0.33242  -0.7367
81 C -6.13257 -0.72315 0.67028  -0.7396
82 H -4.56200 -2.95289 -2.59243  0.2901
83 H -6.26121 -3.18319 -3.01370  0.4353
84 H -5.75097 -1.67473 -2.27034  0.2959
85 H -5.76161 -4.45935 -1.02062  0.4405
86 H -6.91482 -3.19075 -0.64536  0.2949
87 H -4.25730 -3.44005 2.04539  0.2992
88 H -4.88726 -4.76239 1.11584  0.4086
89 H -6.49099 -2.70681 2.68796  -0.0168
90 H -6.43459 -4.44733 2.87318  0.4130
91 H -7.26440 -3.75443 1.48707  0.2985
92 H -4.43166 -1.05529 -0.57999  0.4315
93 H -4.10132 -1.28167 1.09936  0.2923
94 H -6.99004 -1.04773 0.07878  0.2420
95 H -5.98968 0.34233 0.47164  0.4360
96 H -6.38959 -0.81186 1.72640  -0.1057
97 C -5.23398 -0.85346 5.46606  -1.4887
98 C -6.59036 -0.17722 5.31653  -0.3974
99 N -7.68288 -0.90436 5.94483  0.1537
100 C -8.99657 -0.38097 5.58695  -0.6773
101 C -9.34941 1.03839 6.03610  -0.9703
102 C -7.50957 -1.22888 7.35406  -0.6841
103 C -7.28899 -0.07253 8.33137  -0.9641
104 H -5.25335 -1.86825 5.06137  0.3036
105 H -4.47835 -0.28766 4.91499  0.4223
106 H -4.90771 -0.89757 6.50658  0.3858
107 H -6.79571 -0.09771 4.24445  0.3896
108 H -6.51187 0.85274 5.69351  0.2701
109 H -9.76631 -1.06785 5.95139  0.3926
110 H -9.08422 -0.41874 4.49435  0.3322
111 H -9.59400 1.07737 7.09734  0.2283
112 H -10.23515 1.38466 5.49720  0.3995
113 H -8.54957 1.75313 5.83683  0.2650
114 H -6.65757 -1.91155 7.44420  0.3667
115 H -8.36213 -1.82341 7.69453  0.3691
116 H -6.60124 0.68225 7.94571  0.2500
117 H -6.86183 -0.45014 9.26391  0.3673
118 H -8.22628 0.41855 8.59397  0.2776

Output
HOMO level: -0.3405 hartree
Charge: +1
Strongest force on any atom: 3.00 eV Å⁻¹
Orbital gap: 5.30 eV
Energy: -1820.09233 Ha
M: 608.04 g/mol